This record from OMol25 describes a molecular structure, C31H27AsCoFN7O4S4. The level of theory is the ωB97M-V functional and the def2-TZVPD basis.

Frontier orbital gap (spin up / spin down), eV: 6.5 / 6.5
E, a.u.: -7193.070779
⟨S²⟩: 3.760
ΔE to the lowest compared entry with this formula, charge and spin, kcal/mol: 6.06

Geometry as ORCA input:
```
! wB97M-V def2-TZVPD RIJCOSX def2/J DEFGRID3
* xyz -2 4
Co -15.086 -12.152 9.509
C -16.528 -15.871 13.217
S -17.231 -16.000 11.548
C -16.435 -14.671 10.716
S -15.353 -13.638 11.428
N -16.830 -14.711 9.461
N -16.297 -13.701 8.729
C -16.520 -13.572 7.482
C -16.005 -12.389 6.802
C -16.195 -12.292 5.464
C -15.700 -11.172 4.802
C -15.055 -10.158 5.529
C -14.975 -10.292 6.893
N -15.476 -11.364 7.525
H -17.226 -16.568 13.727
H -16.716 -14.929 13.710
H -15.538 -16.243 13.410
H -17.106 -14.292 6.913
H -16.617 -13.131 4.918
H -15.925 -11.171 3.738
H -14.715 -9.262 4.999
H -14.509 -9.632 7.619
S -13.435 -10.389 9.938
C -12.337 -10.648 8.535
C -11.514 -9.597 8.079
C -10.485 -9.837 7.201
C -9.858 -8.621 6.674
N -9.636 -7.590 6.187
C -10.337 -11.104 6.641
C -11.262 -12.099 7.001
C -12.239 -11.875 7.917
S -13.282 -13.242 8.192
C -9.268 -11.481 5.751
N -8.374 -11.833 5.078
H -11.653 -8.588 8.493
H -11.171 -13.040 6.553
C -11.762 -11.000 13.871
As -11.987 -12.948 13.618
C -10.116 -13.446 14.187
C -11.765 -13.304 11.691
C -10.361 -13.123 11.202
C -10.069 -11.873 10.656
C -8.824 -11.520 10.204
C -7.732 -12.398 10.256
C -8.060 -13.747 10.543
C -9.326 -14.062 11.078
H -11.058 -10.427 13.176
H -11.546 -10.758 14.885
H -12.748 -10.642 13.582
H -9.398 -12.795 13.703
H -10.021 -14.414 13.778
H -9.945 -13.554 15.298
H -12.481 -12.751 11.069
H -11.982 -14.375 11.580
H -10.994 -11.176 10.560
H -8.732 -10.541 9.716
H -6.726 -12.048 10.129
H -7.277 -14.562 10.507
H -9.519 -15.097 11.354
F -14.638 -8.931 13.299
C -15.801 -8.397 12.784
C -16.252 -8.637 11.550
N -17.456 -8.209 11.076
C -17.962 -8.798 9.817
C -17.586 -10.224 9.502
O -18.064 -10.646 8.444
O -16.756 -10.760 10.265
C -18.257 -7.481 11.917
O -19.345 -7.054 11.648
N -17.751 -7.209 13.142
C -16.532 -7.498 13.662
O -16.226 -7.176 14.799
H -15.735 -9.264 10.855
H -17.675 -8.112 8.983
H -19.015 -8.635 9.924
H -18.426 -6.668 13.693
*
```



This record from OMol25 describes a molecular structure, C31H27AsN7O16PbS. The level of theory is the ωB97M-V functional and the def2-TZVPD basis.

Frontier orbital gap (spin up / spin down), eV: 5.1 / 5.0
E, a.u.: -5611.393006
ΔE to the lowest compared entry with this formula, charge and spin, kcal/mol: 75.56

Geometry as ORCA input:
```
! wB97M-V def2-TZVPD RIJCOSX def2/J DEFGRID3
* xyz -1 1
Pb 0.108 -0.184 0.092
O -0.847 3.992 1.512
C -0.675 2.932 0.940
N 0.086 1.895 1.358
C 0.641 1.986 2.584
O 0.452 2.831 3.443
C 1.625 0.875 2.884
C 2.467 1.020 3.984
C 3.333 -0.013 4.299
C 3.338 -1.143 3.494
C 2.493 -1.184 2.391
N 1.661 -0.197 2.112
C -1.315 2.723 -0.416
C -2.333 3.583 -0.812
C -2.889 3.413 -2.069
C -2.392 2.412 -2.887
C -1.372 1.602 -2.407
N -0.867 1.761 -1.200
H 2.422 1.933 4.556
H 4.001 0.069 5.147
H 3.988 -1.976 3.718
H 2.485 -2.018 1.702
H -2.663 4.355 -0.134
H -3.687 4.061 -2.406
H -2.776 2.258 -3.882
H -0.953 0.802 -2.998
O 1.961 1.134 -3.521
C 2.248 0.525 -2.510
O 2.163 0.750 -1.308
C 2.902 -0.876 -2.848
C 3.578 -1.074 -4.005
C 4.112 -2.344 -4.299
C 3.791 -3.410 -3.468
C 3.137 -3.188 -2.281
C 2.760 -1.868 -1.804
O 2.408 -1.638 -0.656
N 2.848 -4.299 -1.433
O 2.645 -5.364 -1.982
O 2.862 -4.141 -0.231
N 5.004 -2.521 -5.383
O 5.479 -3.632 -5.561
O 5.287 -1.545 -6.059
H 3.734 -0.272 -4.713
H 4.100 -4.413 -3.734
O -4.492 -0.934 1.692
As -3.334 -0.988 0.244
O -4.352 -0.544 -0.927
O -2.226 0.096 0.798
C -2.922 -2.893 0.450
C -3.453 -3.595 1.522
C -3.166 -4.944 1.650
C -2.369 -5.593 0.718
C -1.836 -4.885 -0.348
C -2.119 -3.538 -0.440
S -1.297 -2.631 -1.771
O 0.114 -2.933 -1.606
O -1.886 -3.171 -2.972
O -1.602 -1.216 -1.538
H -4.876 -0.056 1.626
H -4.075 -3.069 2.233
H -3.572 -5.495 2.489
H -2.165 -6.649 0.824
H -1.206 -5.349 -1.092
C 0.731 -4.447 1.851
N 0.382 -3.643 3.000
C 0.556 -4.250 4.296
C 0.824 -3.163 5.326
C -0.329 -2.175 5.280
N -0.604 -1.752 3.927
C -1.386 -0.541 3.816
C -0.302 -2.481 2.824
O -0.611 -2.113 1.685
H 1.795 -4.679 1.873
H 0.523 -3.878 0.949
H 0.151 -5.374 1.834
H 1.402 -4.939 4.233
H -0.337 -4.829 4.576
H 1.754 -2.658 5.064
H 0.918 -3.587 6.327
H -0.083 -1.282 5.863
H -1.227 -2.631 5.722
H -0.827 0.302 4.224
H -2.329 -0.643 4.359
H -1.605 -0.345 2.770
*
```



This record from OMol25 describes a molecular structure, C31H27Br2N5OPRhS3. The level of theory is the ωB97M-V functional and the def2-TZVPD basis.

Frontier orbital gap, eV: 6.8
E, a.u.: -8341.144589
ΔE to the lowest compared entry with this formula, charge and spin, kcal/mol: 25.34

Geometry as ORCA input:
```
! wB97M-V def2-TZVPD RIJCOSX def2/J DEFGRID3
* xyz 0 1
Rh -0.545 0.252 -0.097
C -0.857 1.592 5.667
C 0.326 2.177 4.911
N 0.829 1.297 3.866
C 0.232 1.105 2.677
S 1.040 0.056 1.582
N -0.940 1.707 2.495
N -1.396 1.487 1.229
C -2.577 1.902 0.911
C -3.459 2.590 1.898
C -2.957 1.729 -0.522
C -4.017 2.390 -1.111
C -4.161 2.320 -2.494
C -3.245 1.602 -3.238
C -2.219 0.940 -2.577
N -2.108 0.983 -1.255
H -1.195 2.291 6.433
H -0.585 0.653 6.150
H -1.686 1.406 4.985
H 1.155 2.359 5.594
H 0.046 3.128 4.455
H 1.761 0.927 3.947
H -3.398 2.083 2.859
H -4.494 2.603 1.566
H -3.122 3.618 2.056
H -4.696 2.976 -0.510
H -4.965 2.855 -2.981
H -3.315 1.538 -4.314
H -1.478 0.343 -3.093
Br -1.982 -2.833 -3.829
C -2.449 -2.921 -2.001
C -3.473 -3.794 -1.596
C -3.843 -3.879 -0.285
Br -5.204 -5.096 0.222
C -3.218 -3.061 0.687
C -3.524 -3.041 2.066
C -2.846 -2.202 2.900
C -1.877 -1.329 2.369
N -1.590 -1.305 1.090
C -2.213 -2.180 0.248
C -1.749 -2.134 -1.100
O -0.749 -1.379 -1.411
H -3.965 -4.407 -2.339
H -4.287 -3.706 2.448
H -3.044 -2.189 3.962
H -1.341 -0.649 3.011
S 3.516 2.440 0.190
P 2.930 1.081 -1.061
S 0.943 1.028 -1.688
C 3.798 1.229 -2.660
C 5.185 1.366 -2.593
C 5.940 1.401 -3.753
C 5.320 1.298 -4.992
C 3.942 1.167 -5.065
C 3.182 1.129 -3.902
C 3.325 -0.617 -0.533
C 4.150 -0.831 0.564
C 4.459 -2.126 0.958
C 3.942 -3.207 0.260
C 3.118 -2.997 -0.839
C 2.809 -1.706 -1.235
H 5.663 1.458 -1.626
H 7.015 1.508 -3.691
H 5.912 1.321 -5.898
H 3.455 1.087 -6.028
H 2.108 1.023 -3.971
H 4.533 0.026 1.104
H 5.097 -2.289 1.817
H 4.178 -4.217 0.573
H 2.708 -3.839 -1.382
H 2.150 -1.541 -2.079
*
```



This record from OMol25 describes a molecular structure, C31H27CuN4O2. The level of theory is the ωB97M-V functional and the def2-TZVPD basis.

Frontier orbital gap, eV: 5.6
E, a.u.: -3207.615597

Geometry as ORCA input:
```
! wB97M-V def2-TZVPD RIJCOSX def2/J DEFGRID3
* xyz -2 1
Cu -0.530 0.333 0.211
C 0.288 3.929 0.470
C -0.602 3.969 -0.741
C -1.449 5.043 -0.986
C -2.263 5.072 -2.110
C -2.222 4.006 -2.997
C -1.389 2.915 -2.778
C -1.392 1.739 -3.713
C -0.573 2.889 -1.635
N 0.165 1.751 -1.297
C 1.197 1.381 -2.024
O 1.776 1.966 -2.964
C 1.756 0.029 -1.597
C 2.960 -0.428 -2.110
C 3.405 -1.684 -1.729
C 2.631 -2.449 -0.871
C 1.436 -1.921 -0.401
N 1.025 -0.701 -0.754
C 0.553 -2.754 0.523
O 0.903 -3.943 0.722
N -0.476 -2.086 0.974
C -1.393 -2.673 1.828
C -1.068 -2.930 3.172
C 0.332 -2.651 3.637
C -2.036 -3.431 4.032
C -3.329 -3.685 3.591
C -3.649 -3.425 2.265
C -2.702 -2.923 1.379
C -3.047 -2.644 -0.060
H 0.149 4.822 1.083
H 1.338 3.858 0.174
H 0.070 3.041 1.070
H -1.485 5.861 -0.271
H -2.940 5.902 -2.275
H -2.865 4.008 -3.873
H -2.144 1.871 -4.493
H -1.612 0.817 -3.166
H -0.411 1.613 -4.176
H 3.503 0.207 -2.795
H 4.345 -2.070 -2.108
H 2.907 -3.445 -0.556
H 0.626 -1.633 3.370
H 1.035 -3.324 3.138
H 0.419 -2.777 4.719
H -1.772 -3.618 5.070
H -4.079 -4.063 4.276
H -4.658 -3.606 1.906
H -4.128 -2.593 -0.200
H -2.646 -3.422 -0.716
H -2.595 -1.702 -0.379
C -2.023 0.833 1.543
C -2.801 2.002 1.258
C -3.688 2.072 0.146
C -4.426 3.194 -0.135
C -4.336 4.343 0.672
C -3.458 4.309 1.763
C -2.717 3.186 2.043
C -5.106 5.512 0.386
N -5.731 6.457 0.159
H -2.578 -0.098 1.400
H -1.571 0.863 2.538
H -3.747 1.210 -0.509
H -5.074 3.214 -1.003
H -3.370 5.191 2.389
H -2.043 3.189 2.893
*
```



This record from OMol25 describes a molecular structure, C31H27LiNO4Te. The level of theory is the ωB97M-V functional and the def2-TZVPD basis.

Frontier orbital gap, eV: 6.5
E, a.u.: -1828.858584

Geometry as ORCA input:
```
! wB97M-V def2-TZVPD RIJCOSX def2/J DEFGRID3
* xyz -1 1
Li 0.483 0.053 0.012
C -6.114 0.264 2.655
C -4.746 0.443 2.041
C -4.358 1.645 1.467
C -3.110 1.823 0.887
C -2.864 3.124 0.231
O -3.374 4.155 0.644
C -2.028 3.177 -1.010
C -1.958 2.101 -1.889
C -1.260 2.214 -3.080
C -0.626 3.403 -3.408
C -0.690 4.481 -2.535
C -1.395 4.369 -1.348
C -2.105 0.796 0.949
O -0.928 1.011 0.548
C -2.534 -0.469 1.512
C -3.828 -0.596 2.023
C -1.639 -1.630 1.549
N -0.456 -1.597 1.054
C 0.468 -2.710 1.160
C 1.324 -2.611 2.434
Te 1.705 -0.573 3.050
C 0.627 -0.761 4.870
C -0.264 0.240 5.248
C -1.035 0.104 6.394
C -0.927 -1.036 7.178
C -0.019 -2.025 6.824
C 0.759 -1.882 5.684
C -2.143 -2.868 2.240
C -2.135 -2.926 3.632
C -2.535 -4.080 4.289
C -2.948 -5.188 3.563
C -2.969 -5.132 2.176
C -2.569 -3.977 1.519
H -6.703 1.174 2.542
H -6.038 0.039 3.722
H -6.664 -0.554 2.183
H -5.049 2.480 1.433
H -2.454 1.171 -1.640
H -1.199 1.367 -3.752
H -0.079 3.491 -4.338
H -0.190 5.410 -2.782
H -1.462 5.205 -0.663
H -4.142 -1.554 2.421
H 1.110 -2.665 0.279
H -0.031 -3.684 1.168
H 2.276 -3.119 2.294
H 0.800 -3.070 3.271
H -0.381 1.119 4.625
H -1.737 0.883 6.664
H -1.547 -1.155 8.058
H 0.089 -2.911 7.438
H 1.476 -2.654 5.433
H -1.825 -2.056 4.198
H -2.521 -4.111 5.372
H -3.258 -6.091 4.075
H -3.293 -5.993 1.604
H -2.593 -3.931 0.436
C 3.651 1.056 -0.357
O 3.361 -0.008 -1.222
C 1.988 -0.440 -1.247
O 1.818 -1.362 -2.017
H 4.377 0.741 0.400
H 2.745 1.410 0.154
H 4.075 1.898 -0.915
*
```



This record from OMol25 describes a molecular structure, C31H27N2O3SV. The level of theory is the ωB97M-V functional and the def2-TZVPD basis.

Frontier orbital gap (spin up / spin down), eV: 6.9 / 6.9
E, a.u.: -2874.731190
⟨S²⟩: 3.786

Geometry as ORCA input:
```
! wB97M-V def2-TZVPD RIJCOSX def2/J DEFGRID3
* xyz 1 4
V -1.291 0.772 0.765
C -2.161 -2.016 2.429
O -1.755 -1.327 1.238
C -1.615 -2.077 0.074
C -1.430 -3.448 0.056
C -1.293 -4.078 -1.178
C -1.342 -3.354 -2.364
C -1.530 -1.977 -2.341
C -1.658 -1.349 -1.116
N -1.843 0.071 -0.952
N -2.148 0.679 -2.018
C -2.483 2.005 -1.929
C -2.594 2.791 -0.770
O -2.201 2.402 0.435
C -3.180 4.083 -0.821
C -3.558 4.603 -2.015
C -3.407 3.886 -3.239
C -3.800 4.469 -4.464
C -3.675 3.772 -5.632
C -3.145 2.469 -5.606
C -2.751 1.887 -4.430
C -2.875 2.587 -3.210
H -3.019 -2.652 2.209
H -2.441 -1.246 3.144
H -1.330 -2.607 2.822
H -1.392 -4.019 0.971
H -1.152 -5.147 -1.210
H -1.237 -3.859 -3.312
H -1.579 -1.390 -3.245
H -3.287 4.624 0.106
H -3.993 5.595 -2.054
H -4.208 5.471 -4.465
H -3.980 4.210 -6.571
H -3.049 1.913 -6.528
H -2.345 0.889 -4.432
O 0.649 0.124 1.006
S 1.714 0.139 -0.123
C 2.068 -1.598 -0.452
C 2.540 -2.424 0.716
C 1.698 -2.720 1.783
C 2.171 -3.467 2.849
C 3.478 -3.930 2.860
C 4.318 -3.652 1.793
C 3.846 -2.904 0.723
C 3.264 0.709 0.649
C 3.075 1.273 2.021
C 2.563 2.554 2.193
C 2.374 3.065 3.466
C 2.703 2.296 4.575
C 3.228 1.025 4.406
C 3.412 0.510 3.132
H 2.829 -1.543 -1.235
H 1.160 -1.983 -0.926
H 0.691 -2.351 1.774
H 1.519 -3.689 3.683
H 3.842 -4.512 3.694
H 5.333 -4.020 1.787
H 4.506 -2.696 -0.110
H 3.659 1.449 -0.048
H 3.920 -0.158 0.671
H 2.319 3.163 1.329
H 1.982 4.063 3.595
H 2.564 2.696 5.569
H 3.501 0.435 5.270
H 3.820 -0.484 3.004
*
```